1.
Formula: C34H52AuN2O2Se
Source: OMol25
Level of theory: ωB97M-V/def2-TZVPD

XYZ file:
```
92
C34H52AuN2O2Se ωB97M-V/def2-TZVPD
Au -1.038 -1.866 -2.144
Se -0.860 0.762 -1.789
O 1.045 -1.710 -2.481
O -0.622 -1.756 0.171
N -5.761 -1.934 -1.975
N -3.238 -1.931 -2.074
C -0.840 -0.689 0.799
C -5.337 -1.135 -3.100
C -2.309 -1.908 3.947
C 3.116 -3.261 -1.856
C -3.788 -1.119 -3.170
C -3.741 -3.304 -2.196
C -1.101 1.774 0.818
C -1.204 4.323 2.103
C 1.684 -0.686 -2.069
C 3.934 -1.972 -1.782
C -1.005 -3.237 2.324
C 3.852 3.073 -1.449
C 3.764 0.507 -1.639
C -1.145 1.795 2.209
C -1.007 -0.657 2.235
C 0.036 3.149 3.910
C -1.200 3.082 2.998
C 3.138 1.751 -1.597
C 1.744 1.749 -1.678
C -1.027 -1.915 3.094
C 4.718 -2.005 -0.458
C -3.698 -1.369 -0.796
C 3.351 3.777 -0.177
C -0.959 0.587 0.135
C 3.524 3.923 -2.690
C 1.056 0.582 -1.874
C -5.243 -1.373 -0.750
C 3.105 -0.696 -1.830
C 5.372 2.938 -1.355
C 0.196 -1.890 4.027
C -5.293 -3.290 -2.136
C 4.929 -1.954 -2.958
C -2.466 3.105 3.867
C -1.120 0.561 2.865
H -5.730 -0.125 -2.983
H 2.351 -3.279 -1.084
H -3.358 3.034 3.249
H 3.551 3.158 0.696
H -2.336 -2.807 4.556
H 4.035 4.879 -2.621
H 1.185 2.670 -1.584
H 5.810 3.930 -1.282
H -2.079 4.343 1.457
H 0.025 4.085 4.462
H -3.194 -1.890 3.314
H 2.459 4.110 -2.788
H -5.654 -3.887 -1.299
H -3.404 -0.100 -3.068
H -0.303 4.373 1.496
H 5.780 2.458 -2.240
H -5.716 -3.696 -3.055
H 2.634 -3.373 -2.822
H -3.311 -0.350 -0.709
H 5.310 -2.915 -0.417
H -3.322 -3.896 -1.381
H -3.434 -1.529 -4.116
H 3.777 -4.111 -1.701
H 5.395 -1.161 -0.355
H 0.198 -2.786 4.643
H 1.117 -1.863 3.448
H -2.480 2.289 4.584
H -0.095 -3.349 1.744
H 3.871 4.724 -0.056
H -1.232 5.210 2.730
H -1.853 -3.318 1.649
H 4.400 -1.899 -3.907
H 4.031 -1.999 0.386
H -2.501 4.041 4.417
H -3.390 -3.716 -3.142
H 2.285 3.981 -0.215
H 0.177 -1.025 4.684
H 4.831 0.471 -1.500
H 0.948 3.109 3.319
H -1.175 2.690 0.251
H -5.603 -1.968 0.088
H -5.759 -1.563 -4.010
H 0.053 2.332 4.624
H -2.352 -1.054 4.615
H -5.628 -0.360 -0.638
H 5.606 -1.106 -2.892
H 3.863 3.412 -3.589
H -1.199 0.561 3.941
H 5.666 2.377 -0.471
H 5.521 -2.865 -2.944
H -3.272 -1.964 0.011
H -1.060 -4.060 3.034
```

Its HOMO energy (spin up / spin down) is -0.3743 / -0.3715 Ha. The spin multiplicity is 3. As for the expectation value of S²: 2.06. The energy above the lowest of the compared OMol25 structures with the same formula, charge and spin comes out at 0.535 eV. As for the calculated total energy: -112208.2413 eV. As for the frontier orbital gap (spin up / spin down): 8.18 / 4.98 eV. The net charge is +1.

2.
Formula: C34H52N3OP2V
Source: OMol25
Level of theory: ωB97M-V/def2-TZVPD

XYZ file:
```
93
C34H52N3OP2V ωB97M-V/def2-TZVPD
V -0.166 -0.513 0.240
P 2.291 -0.582 0.174
P -2.357 0.546 0.687
O -1.101 -3.302 -0.747
N -0.125 0.116 -1.739
N 0.430 1.584 0.649
N -0.096 -1.186 2.124
C -3.679 -0.336 1.751
C 3.268 -0.456 1.830
C 2.503 0.472 2.805
C -0.740 -2.257 -0.344
C -0.057 -1.886 3.053
C 2.070 3.363 0.555
C -1.773 1.948 1.611
C 0.040 -2.834 4.167
C -0.066 0.499 -2.850
C 2.533 1.129 -0.535
C 4.671 0.167 1.653
C 2.755 -3.248 -0.571
C 2.521 -1.595 -2.412
C -4.610 0.678 2.448
C 0.092 2.062 -6.772
C -4.479 -1.331 0.889
C -0.732 -4.108 3.815
C -3.250 1.269 -0.879
C -4.629 1.902 -0.618
C 1.639 2.077 0.241
C -2.328 2.412 -1.366
C -0.012 1.013 -4.170
C -0.006 3.702 1.761
C -2.959 -1.127 2.855
C 0.209 0.678 -6.569
C 4.667 -1.677 -1.115
C -0.078 2.923 -5.676
C -0.131 2.412 -4.377
C 3.402 -1.860 2.455
C 3.138 -1.818 -1.015
C -0.472 2.398 1.357
C -3.389 0.168 -1.953
C 1.223 4.174 1.359
C 0.160 0.146 -5.278
H -2.254 -0.491 3.414
H -5.142 -0.827 0.167
H -1.812 -3.886 3.675
H 5.335 -0.420 1.004
H -4.201 -0.533 -1.707
H 2.538 1.522 2.476
H -2.453 3.305 -0.732
H -4.580 2.668 0.175
H 4.975 -0.645 -1.358
H -2.593 2.679 -2.407
H -5.116 -1.950 1.547
H -2.412 -1.987 2.441
H 4.612 1.197 1.264
H 2.743 -0.595 -2.821
H -5.180 1.303 1.747
H -2.465 -0.419 -2.060
H -5.338 0.121 3.069
H -1.263 2.144 -1.334
H 0.131 2.471 -7.787
H -0.384 -2.383 5.087
H 3.004 0.408 3.789
H 1.430 -1.737 -2.385
H 3.048 3.713 0.216
H -0.172 4.002 -5.834
H -2.466 2.640 2.102
H -0.338 -4.560 2.879
H 4.099 -2.497 1.885
H 2.949 -2.342 -3.105
H 0.249 -0.931 -5.110
H 3.209 -3.526 0.392
H -5.397 1.158 -0.348
H 2.431 -2.374 2.534
H -3.628 0.628 -2.931
H 5.172 -1.986 -0.186
H 3.810 -1.756 3.477
H 1.452 0.190 2.941
H -0.269 3.072 -3.516
H -3.714 -1.515 3.565
H 3.579 1.476 -0.524
H -3.805 -2.007 0.335
H 2.210 1.072 -1.588
H 1.549 5.178 1.654
H -4.035 1.337 3.120
H -0.675 4.320 2.368
H 5.034 -2.336 -1.924
H 5.146 0.225 2.650
H 3.113 -3.965 -1.333
H 1.662 -3.354 -0.484
H -4.970 2.405 -1.544
H 0.340 0.007 -7.424
H 1.105 -3.090 4.341
H -0.636 -4.850 4.634
```

Its HOMO energy (spin up / spin down) is -0.3220 / -0.3215 Ha. The spin multiplicity is 4. As for the expectation value of S²: 3.78. As for the calculated total energy: -86881.0973 eV. As for the frontier orbital gap (spin up / spin down): 6.10 / 5.63 eV. The net charge is +1.

3.
Formula: C34H53BrN2P2Zn
Source: OMol25
Level of theory: ωB97M-V/def2-TZVPD

XYZ file:
```
93
C34H53BrN2P2Zn ωB97M-V/def2-TZVPD
Br 2.130 3.478 -1.061
Zn -1.177 -0.039 0.320
P -0.764 -2.417 -0.278
P 4.780 -0.958 -0.117
N 1.258 1.673 4.214
N -6.637 4.733 -5.303
C 0.572 -2.713 -1.512
C -2.425 -2.481 -1.114
C 1.805 0.347 4.603
C -6.450 5.247 -4.078
C -1.659 1.770 -0.789
C -1.290 -0.302 2.380
C 4.183 -1.441 -1.768
C 2.322 2.693 4.046
C 0.561 1.704 -2.550
C -1.713 -4.946 0.731
C -2.698 -1.155 4.232
C -6.039 3.581 -5.614
C -3.158 1.748 -2.798
C -0.859 0.710 3.266
C 0.169 -2.630 -2.982
C -3.568 -1.987 -0.211
C -1.996 -1.356 3.018
C 6.133 1.411 -0.523
C 4.633 -2.145 2.290
C -0.389 2.322 -0.395
C -4.017 2.771 -2.458
C -2.496 0.019 4.947
C 5.181 -2.438 -2.390
C -0.710 1.260 -2.979
C 4.801 0.846 0.010
C -1.552 0.929 4.477
C -4.958 3.387 -3.404
C -1.870 1.555 -2.202
C 0.601 2.502 -1.380
C -5.635 4.617 -3.113
C 3.702 -1.594 1.196
C -0.605 -3.893 0.825
C 0.329 1.594 2.982
C -5.195 2.884 -4.715
H -2.657 -4.572 1.148
H -0.060 -1.594 -3.272
H -4.508 -1.989 -0.784
H 2.948 2.684 4.942
H -3.060 0.230 5.851
H -3.408 -1.896 4.599
H -3.986 3.272 -1.482
H 0.987 -0.291 4.936
H 0.956 1.246 2.145
H 1.862 3.678 3.931
H -5.551 5.105 -2.142
H 2.512 0.508 5.418
H 4.701 1.110 1.076
H 4.122 -0.530 -2.379
H 1.048 -3.686 -1.287
H -0.697 -3.267 -3.207
H -2.530 1.838 -0.128
H 4.957 -1.364 2.990
H 7.000 0.923 -0.057
H 3.026 -0.802 1.567
H 5.105 -3.424 -1.914
H -3.414 -0.943 0.129
H 0.662 1.987 4.996
H -1.895 -5.270 -0.303
H -4.754 1.954 -5.065
H -0.543 -3.496 1.849
H 1.315 -1.935 -1.266
H 0.371 -4.368 0.621
H -6.973 6.192 -3.862
H -0.209 2.435 0.687
H 3.077 -2.392 0.770
H 1.472 1.484 -3.113
H -0.805 0.717 -3.913
H -1.377 1.838 5.055
H 2.315 -0.078 3.736
H 5.541 -2.567 1.859
H -2.614 -3.482 -1.535
H 4.988 -2.561 -3.460
H -3.706 -2.612 0.685
H 2.917 2.439 3.164
H 3.175 -1.880 -1.694
H 4.149 -2.932 2.866
H -3.343 1.193 -3.725
H 6.207 2.481 -0.296
H 0.027 2.632 2.785
H -2.056 -2.363 2.584
H 3.936 1.266 -0.525
H -2.321 -1.794 -1.968
H -1.423 -5.833 1.311
H 6.219 -2.100 -2.279
H 6.230 1.295 -1.610
H 1.007 -2.974 -3.605
H -6.240 3.199 -6.628
```

Its HOMO energy is -0.4299 Ha. The energy above the lowest of the compared OMol25 structures with the same formula, charge and spin comes out at 0.000 eV. As for the calculated total energy: -176118.6004 eV. As for the frontier orbital gap: 5.40 eV. The net charge is +2.

4.
Formula: C34H54BCl3F8N2O9P
Source: OMol25
Level of theory: ωB97M-V/def2-TZVPD

XYZ file:
```
112
C34H54BCl3F8N2O9P ωB97M-V/def2-TZVPD
Cl 2.047 -6.184 -4.336
Cl 4.292 -2.036 1.573
Cl 6.617 0.556 -1.209
P -6.457 3.104 1.451
F 4.371 5.562 1.585
F 3.836 2.408 2.561
F 4.780 3.224 4.594
F 0.566 5.509 3.044
F 2.335 3.764 5.234
F 2.894 5.807 4.122
F 5.940 3.766 1.673
F 1.756 4.221 1.403
O 4.208 -3.956 -3.004
O -0.314 2.458 1.955
O -4.909 2.518 1.672
O -6.380 2.986 -0.091
O 1.101 -3.750 -5.176
O -0.085 -0.958 -4.994
O 4.330 -4.624 -0.543
O -7.250 1.660 1.695
O -6.544 3.235 3.174
N 2.233 -0.082 -0.964
N -0.368 -3.260 0.591
C 4.026 3.643 3.356
C 0.094 -1.588 -1.452
C 0.327 3.007 3.192
C 1.257 -2.596 -2.088
C 5.040 4.631 2.523
C -0.758 -0.107 -6.013
C -5.692 5.354 3.968
C -6.997 0.055 -0.102
C -3.833 3.016 0.886
C 7.129 -1.795 0.366
C -3.656 -3.110 0.119
C -1.061 -1.344 -3.957
C -2.586 -2.257 -0.839
C -1.350 -4.032 1.422
C -7.928 1.001 0.638
C 2.644 4.354 3.879
C -5.557 3.848 3.975
C 6.017 -1.148 -0.650
C -3.338 4.366 1.376
C 0.686 -4.054 -2.563
C 1.373 4.248 2.848
C 0.378 0.311 -7.126
C -0.995 -2.415 -0.487
C 0.481 1.275 1.500
C 2.604 -2.669 -1.120
C -0.619 -0.616 -2.557
C 0.036 0.791 -0.038
C 1.207 -4.512 -4.085
C 3.351 -5.567 0.020
C 4.497 -1.006 0.034
C 0.898 -0.578 -0.397
C -2.985 -4.043 1.308
C 3.291 -1.161 -1.064
C 3.642 -5.663 1.664
B 3.723 -3.771 -1.605
H -7.500 -0.379 -0.971
H -4.819 -3.077 -0.012
H 0.163 0.233 -2.861
H -4.097 3.071 -0.172
H -8.396 1.725 -0.037
H 2.939 -4.876 2.221
H -0.889 -4.719 2.284
H -4.143 5.106 1.366
H 4.460 0.128 0.408
H -1.612 -0.742 -6.504
H 2.129 0.352 -1.931
H 0.416 1.653 -0.756
H 8.175 -1.746 -0.204
H 4.757 -5.403 1.905
H -6.630 5.652 4.445
H -2.524 4.732 0.745
H -3.687 -4.707 2.007
H 4.734 -4.823 -2.972
H 3.802 -1.018 -2.134
H -3.015 2.289 0.965
H -6.084 0.552 -0.439
H 2.231 -5.236 -0.074
H -4.864 5.814 4.519
H 1.622 1.579 1.536
H 1.486 0.157 -6.736
H -5.713 3.488 4.999
H -1.135 0.854 -5.459
H -2.095 -0.847 -4.287
H 1.131 -1.088 0.639
H 0.231 1.476 -7.326
H 0.149 -0.245 -8.133
H 0.839 2.148 3.837
H 3.460 -6.676 -0.409
H -5.710 5.749 2.952
H -3.066 -1.626 -1.696
H -1.271 -2.492 -3.881
H 2.507 0.734 -0.340
H -6.680 -0.760 0.558
H 0.970 -4.952 -1.828
H -8.743 0.421 1.085
H 6.909 -2.932 0.532
H 1.622 -2.042 -3.080
H 3.350 -6.713 2.094
H 5.995 -1.793 -1.647
H -2.963 4.298 2.401
H -1.567 -0.030 -2.165
H 0.269 0.374 2.253
H 2.195 -3.029 -0.058
H -0.504 -4.110 -2.641
H -0.522 3.451 3.881
H 5.744 5.261 3.214
H -1.120 0.610 -0.085
H 7.271 -1.168 1.344
H -4.553 3.525 3.706
```

Its HOMO energy is -0.4302 Ha. As for the calculated total energy: -126789.1991 eV. As for the frontier orbital gap: 8.41 eV. The net charge is +1.

5.
Formula: C34H54Br2GeNO2STi
Source: OMol25
Level of theory: ωB97M-V/def2-TZVPD

XYZ file:
```
96
C34H54Br2GeNO2STi ωB97M-V/def2-TZVPD
Br -6.082 -0.600 -4.144
Br -0.500 -0.797 -4.861
Ge -0.752 3.495 -2.277
Ti -0.701 0.901 -0.183
S 2.077 1.981 0.469
O -0.188 0.973 1.350
O -0.511 0.115 -1.947
N -2.592 0.256 -0.241
C 1.685 -1.447 1.372
C 1.696 3.358 1.586
C -2.860 0.027 -1.560
C -0.289 -2.577 1.092
C 2.430 -1.414 -1.429
C 3.705 2.487 -0.139
C 1.076 2.951 -2.748
C -5.215 0.110 -1.116
C 0.945 -2.239 0.448
C -3.270 -0.676 -4.204
C 1.431 -0.679 3.851
C -4.339 -0.439 -3.402
C 1.652 4.732 0.913
C -1.340 2.905 -0.510
C -4.179 -0.099 -2.043
C 0.743 -3.101 -2.013
C 0.925 -1.204 2.517
C -1.705 -0.117 -2.418
C -0.708 -5.014 0.622
C -1.368 -3.634 0.760
C -4.912 0.359 0.181
C -0.262 -1.915 2.353
C -1.898 2.942 -3.777
C 1.637 -1.852 4.824
C 0.403 0.293 4.466
C -0.763 5.468 -2.407
C 4.794 2.259 0.899
C 2.683 -3.740 -0.583
C -2.212 -3.315 -0.488
C -1.960 -0.516 -3.708
C 2.768 0.043 3.675
C -3.571 0.407 0.592
C -2.376 -3.739 1.913
C 1.652 -2.634 -0.876
H -1.793 5.822 -2.529
H 4.818 1.207 1.194
H -0.180 5.802 -3.274
H 1.808 -0.527 -1.392
H -3.423 -0.989 -5.226
H 2.656 5.098 0.687
H 2.679 -1.042 1.203
H -0.482 -0.257 4.811
H 0.826 0.836 5.324
H -3.276 0.567 1.619
H -0.222 -5.282 1.564
H 3.868 1.855 -1.017
H -2.896 -2.786 2.062
H -2.925 2.729 -3.458
H -3.090 -3.977 -0.545
H 0.078 1.009 3.706
H -1.930 3.738 -4.525
H -1.502 2.048 -4.263
H 5.777 2.532 0.498
H 2.020 -1.485 5.793
H -6.248 0.061 -1.438
H 0.224 -4.031 -1.784
H 0.693 -2.377 4.998
H 2.726 -1.584 -2.473
H 3.272 -3.976 -1.485
H 1.202 1.880 -2.596
H 1.085 4.683 -0.017
H -1.457 -5.787 0.385
H -2.569 -2.293 -0.412
H 2.699 0.774 2.862
H 1.342 -3.274 -2.915
H 2.428 3.347 2.397
H 3.337 -1.216 -0.851
H 1.173 5.464 1.572
H -1.886 -4.022 2.847
H 1.823 3.470 -2.147
H 0.009 -2.327 -2.244
H 3.056 0.559 4.600
H 0.728 3.072 1.986
H -1.042 -1.952 3.112
H -5.699 0.516 0.907
H 1.255 3.175 -3.806
H 4.622 2.858 1.797
H 3.676 3.527 -0.478
H -3.125 -4.505 1.672
H 3.559 -0.672 3.423
H 0.053 -5.023 -0.157
H -1.657 -3.417 -1.419
H -0.961 3.605 0.234
H -0.350 5.940 -1.509
H 2.355 -2.567 4.412
H 2.189 -4.658 -0.246
H -2.433 2.952 -0.475
H 3.364 -3.417 0.208
```

Its HOMO energy is -0.1048 Ha. As for the calculated total energy: -272273.7077 eV. As for the frontier orbital gap: 4.18 eV. The net charge is -1.